# 1
DFT (ωB97M-V/def2-TZVPD) results for a 7-piece molecular cluster, C53H53BFN6O18S overall in a non-equilibrium geometry.

highest occupied orbital energy = -4.44 eV
total charge = -1

Element x y z (Å)
1 S -3.029 0.284 -5.816
2 F -3.123 5.618 -3.483
3 O -4.112 2.845 -2.887
4 O -4.995 -2.589 3.778
5 O 10.091 5.041 -0.210
6 O 2.415 3.037 0.102
7 O 2.446 4.972 -0.932
8 O -3.904 -0.338 -3.199
9 O 11.834 4.639 -1.480
10 O -6.783 3.107 1.515
11 O -4.966 1.330 -4.397
12 O -3.468 -10.117 7.791
13 O -7.982 4.395 3.298
14 O 5.811 1.015 -4.406
15 O 1.821 -6.521 0.729
16 O -1.666 -8.882 7.991
17 O 3.998 -6.249 0.753
18 O 5.346 0.266 -6.415
19 O -1.649 -1.288 -3.026
20 O -4.453 -4.681 3.402
21 N 11.008 5.404 -0.961
22 N -2.466 -9.556 7.325
23 N -4.592 -3.702 4.148
24 N 5.038 0.527 -5.243
25 N 2.875 -6.058 0.266
26 N 3.007 4.011 -0.383
27 C -8.050 2.728 0.873
28 C -5.842 3.077 4.005
29 C 5.149 2.958 0.293
30 C 3.855 -3.888 -2.642
31 C -4.260 -3.871 5.568
32 C -2.205 -9.704 5.888
33 C 2.606 -3.606 -3.198
34 C -3.134 -0.050 2.544
35 C 2.783 -5.224 -0.939
36 C 1.446 -4.138 -2.633
37 C 10.322 9.100 -0.980
38 C -2.010 4.637 -3.502
39 C -2.928 1.268 1.584
40 C 12.121 7.288 -2.132
41 C -3.781 -5.105 6.027
42 C -1.686 -10.021 3.171
43 C -2.771 1.013 -0.060
44 C 6.572 5.159 -0.698
45 C -6.982 3.594 2.896
46 C 5.180 5.133 -0.802
47 C 7.249 4.093 -0.101
48 C -2.806 -0.467 -0.772
49 C 12.209 8.649 -2.430
50 C -3.596 0.796 -4.096
51 C 3.950 -4.698 -1.509
52 C -2.829 -10.595 3.731
53 C -6.736 2.766 -2.932
54 C -2.976 -1.799 0.216
55 C 11.122 6.837 -1.258
56 C -3.134 -1.572 1.850
57 C 4.472 4.033 -0.300
58 C -2.334 3.319 -4.480
59 C 1.469 -0.651 -5.300
60 C -2.942 2.168 -3.485
61 C -2.698 -0.732 -2.410
62 C -4.438 -2.800 6.455
63 C 2.767 -0.352 -5.719
64 C 3.266 0.532 -3.506
65 C -0.806 -9.282 3.964
66 C 1.529 -4.952 -1.501
67 C -7.913 2.082 -0.626
68 C -3.094 -10.440 5.093
69 C 1.072 -0.362 -3.993
70 C 10.223 7.741 -0.676
71 C -6.461 2.289 -1.353
72 C -3.674 -4.205 8.270
73 C -4.145 -2.975 7.809
74 C 11.309 9.550 -1.858
75 C 1.965 0.232 -3.099
76 C -1.062 -9.118 5.327
77 C -3.488 -5.267 7.383
78 C 6.542 2.994 0.389
79 C 3.664 0.234 -4.816
80 B -5.321 2.615 -3.754
81 H 0.615 -5.359 -1.072
82 H 7.076 2.166 0.850
83 H -0.367 -8.539 5.931
84 H 0.081 -8.837 3.520
85 H -6.049 3.570 5.048
86 H 0.061 -0.602 -3.669
87 H -2.001 1.941 -2.788
88 H -2.986 -2.903 -0.217
89 H -5.781 3.122 -0.894
90 H 12.829 6.598 -2.587
91 H -8.164 0.930 -0.571
92 H 9.627 9.809 -0.535
93 H 8.334 4.120 -0.017
94 H -3.281 -2.461 2.596
95 H 0.767 -1.112 -5.991
96 H -8.535 1.884 1.563
97 H -3.511 -11.167 3.106
98 H -5.311 3.415 -4.647
99 H -8.852 3.598 0.825
100 H -4.797 3.465 3.637
101 H 12.976 9.007 -3.113
102 H -1.937 4.206 -2.391
103 H -0.951 5.101 -3.724
104 H 4.931 -4.905 -1.086
105 H -2.919 2.388 1.983
106 H -1.278 2.978 -4.915
107 H 1.647 0.456 -2.083
108 H -5.948 1.232 -1.439
109 H 4.612 2.096 0.682
110 H -3.118 -6.222 7.749
111 H 11.378 10.609 -2.098
112 H 0.476 -3.916 -3.073
113 H -3.987 -10.896 5.516
114 H 9.445 7.405 0.008
115 H -7.634 2.196 -3.429
116 H -1.480 -10.151 2.110
117 H 3.951 0.992 -2.796
118 H -3.277 0.115 3.710
119 H -4.286 -2.151 8.506
120 H 4.755 -3.472 -3.090
121 H -3.000 3.588 -5.404
122 H -3.452 -4.338 9.327
123 H -8.766 2.568 -1.304
124 H 2.536 -2.968 -4.077
125 H -5.797 1.901 4.030
126 H -2.636 1.999 -0.699
127 H -6.957 3.933 -2.853
128 H -4.804 -1.835 6.112
129 H 3.061 -0.583 -6.740
130 H 4.668 5.971 -1.270
131 H 7.130 6.011 -1.079
132 H -2.707 1.467 -6.544
133 H -3.634 -5.943 5.349

Force components x, y, z for each atom (eV/Å):
0.92 -0.04 -0.11
2.67 -1.73 -0.35
2.75 -1.53 0.50
0.33 -1.77 0.77
1.55 0.63 -1.00
0.84 1.38 -0.73
0.83 -1.44 0.82
4.60 0.34 1.59
-1.34 1.19 0.87
-1.37 0.99 3.55
2.37 -2.75 0.37
1.46 0.85 -0.62
6.02 -5.13 -2.84
-0.97 -0.66 -1.22
1.53 0.58 -0.58
-1.18 -0.90 -0.88
-1.61 0.19 -0.62
-0.31 0.39 1.64
-6.61 3.26 4.23
-0.15 1.42 0.97
0.20 -1.38 0.06
-0.28 0.07 1.24
-0.52 0.13 -1.08
1.02 0.24 -0.34
0.07 -0.66 0.97
-1.42 0.04 -0.13
-2.67 -1.11 -0.13
0.07 0.54 -1.22
0.00 0.04 -0.01
-0.34 -0.19 0.21
0.24 -0.11 0.98
0.20 -0.10 -0.97
0.03 -0.08 0.08
0.61 0.20 -4.35
-0.09 0.56 -0.77
0.32 -0.10 0.15
0.26 -0.27 -0.17
-0.45 -1.52 0.93
-0.24 -4.54 -1.81
-0.06 0.00 0.04
-0.03 0.07 0.02
-0.03 0.01 0.13
-0.49 -2.10 1.78
-0.29 -0.38 0.18
-3.44 2.65 1.22
0.00 -0.04 0.04
-0.01 -0.10 0.06
-0.38 -0.06 3.85
-0.29 -0.15 0.27
-4.40 4.11 -1.58
-0.03 0.02 0.00
0.26 0.22 0.27
0.13 0.42 1.84
0.09 3.66 2.08
0.06 0.99 -0.23
0.46 3.32 -2.23
0.99 0.04 0.06
1.28 0.11 -0.23
0.38 0.18 0.19
-0.61 1.28 0.23
3.00 -1.60 -2.59
0.02 -0.08 -0.03
0.00 -0.04 0.03
-0.02 -0.03 0.01
-0.29 -0.15 0.16
0.08 0.02 0.00
0.12 0.16 0.03
0.03 0.01 0.00
-0.02 0.06 0.01
0.04 -0.02 -0.05
-1.14 -0.39 -1.64
-0.03 0.02 -0.14
0.05 -0.31 -0.27
-0.01 -0.13 0.04
0.22 -0.08 -0.42
-0.06 -0.05 0.00
-0.14 0.34 -0.14
-0.31 0.36 -0.20
-0.80 -0.20 0.27
0.55 0.35 -0.14
0.35 0.03 0.05
-0.16 0.15 -0.10
-0.29 -0.19 0.01
-0.19 -0.06 0.14
0.10 -1.10 -2.19
0.33 0.10 -0.14
-2.26 0.35 -0.78
0.00 2.74 0.98
-1.33 -1.94 -0.59
-0.30 0.01 0.22
0.58 2.32 -0.02
0.13 -0.20 -0.07
-0.51 -0.09 -0.05
0.51 1.96 -2.16
0.12 0.14 0.13
0.98 1.85 -1.32
0.11 0.13 0.18
-0.13 0.75 -0.67
2.11 -1.47 0.33
-2.01 -0.81 0.59
-0.15 -0.14 0.15
-0.32 1.10 -2.39
-2.50 -0.34 0.04
-0.36 -0.06 0.05
-0.01 -2.84 -0.97
-2.09 0.63 0.91
0.09 -0.01 -0.19
-0.66 2.27 0.56
-0.07 0.32 -0.16
-0.06 0.17 -0.12
-0.01 -0.22 0.06
0.17 -0.03 0.15
0.30 0.20 0.09
0.27 -0.12 -0.19
1.58 1.07 1.03
-0.04 0.05 0.23
-0.01 -0.11 -0.33
0.34 -0.61 -2.78
0.02 -0.15 -0.20
-0.16 -0.10 0.13
0.96 -0.42 2.08
-0.04 0.02 -0.23
1.90 -0.93 1.56
0.00 -0.11 0.19
-0.25 2.43 -0.06
-0.48 -2.47 1.26
0.07 -2.39 -0.34
0.07 -0.33 -0.12
0.14 0.14 0.30
-0.08 -0.33 0.16
-0.14 -0.16 0.04
-0.66 -1.08 1.63
-0.11 0.34 0.00

# 2
DFT (ωB97M-V/def2-TZVPD) results for C53H54Cl2N2O2P2PtSSi as an isolated structure in a non-equilibrium geometry.

highest occupied orbital energy = -12.89 eV
energy relative to the best compared isomer or geometry (same formula, charge and spin) = 0.000 eV
total charge = +2

Element x y z (Å)
1 Pt 0.241 0.162 0.452
2 Cl 4.136 1.953 -1.579
3 Cl 4.370 -1.505 -5.688
4 S 1.527 0.273 2.529
5 P -0.986 -1.242 1.852
6 P -0.750 1.274 -1.451
7 Si -0.980 1.821 1.635
8 O 2.059 0.218 -0.554
9 O 0.281 -1.959 -0.927
10 N 3.794 1.286 3.400
11 N 3.968 0.293 1.348
12 C 6.254 -0.465 2.078
13 C 3.225 0.667 2.367
14 C -1.887 -0.355 3.121
15 C -3.265 1.115 5.007
16 C 4.103 0.109 -3.533
17 C -2.793 -1.779 -3.169
18 C -4.525 -2.299 0.209
19 C -2.259 -2.199 1.020
20 C -2.508 1.761 4.048
21 C -3.386 3.226 0.914
22 C -3.488 -1.579 0.774
23 C -1.482 0.192 -2.707
24 C 0.036 3.280 2.173
25 C 1.056 -3.144 1.840
26 C 3.544 0.517 -2.346
27 C 5.414 0.507 1.248
28 C 1.865 2.966 -4.103
29 C 0.370 2.390 -2.308
30 C 1.951 4.263 -3.619
31 C 1.261 4.627 -2.471
32 C 1.020 -2.245 -1.866
33 C -2.867 -1.419 -4.508
34 C -3.369 -0.276 5.002
35 C 3.156 1.678 4.666
36 C -2.092 2.341 -0.891
37 C -1.577 0.559 -4.051
38 C 1.092 2.024 -3.444
39 C 3.642 -1.038 -4.190
40 C 5.165 0.517 6.787
41 C -2.083 -3.543 0.699
42 C 2.897 0.506 5.607
43 C -2.295 2.462 0.476
44 C -2.687 -1.019 4.059
45 C -4.221 3.847 0.005
46 C -1.814 1.025 3.079
47 C 2.069 -1.360 -2.401
48 C 0.471 3.697 -1.819
49 C 4.153 -0.282 5.975
50 C 0.104 -2.625 3.992
51 C -2.265 -0.249 -4.945
52 C -2.913 2.989 -1.817
53 C 1.870 -4.093 2.429
54 C 6.441 -1.837 1.438
55 C 2.485 -0.198 -1.738
56 C -4.342 -3.639 -0.114
57 C 2.639 -1.777 -3.618
58 C -3.979 3.741 -1.365
59 C 5.161 -2.648 1.287
60 C 1.811 -4.308 3.802
61 C -3.126 -4.260 0.131
62 C 0.153 -2.416 2.618
63 C 0.935 -3.571 4.580
64 C -2.103 -0.976 -2.278
65 H -0.095 3.998 -0.946
66 H -4.628 4.241 -2.070
67 H -3.591 3.339 1.971
68 H -2.733 2.891 -2.881
69 H 2.293 -2.683 -4.099
70 H -2.462 2.844 4.053
71 H -0.554 -2.046 4.623
72 H -2.793 -2.096 4.044
73 H 2.248 2.234 4.443
74 H -1.145 1.482 -4.410
75 H 2.452 -5.049 4.260
76 H -3.988 -0.774 5.735
77 H 2.155 -0.163 5.165
78 H -5.065 4.426 0.357
79 H 4.625 -0.661 5.062
80 H 0.898 3.437 1.520
81 H 5.817 -0.588 3.075
82 H 3.855 2.379 5.121
83 H 1.028 1.019 -3.839
84 H 7.154 -2.398 2.044
85 H 7.232 -0.003 2.227
86 H 6.009 -0.099 7.092
87 H 0.898 -3.203 -2.397
88 H 5.627 1.549 1.502
89 H 0.400 3.155 3.191
90 H -2.335 0.043 -5.984
91 H 0.893 -3.726 5.649
92 H -3.648 -0.540 1.040
93 H 4.709 0.920 7.693
94 H -2.990 -5.306 -0.104
95 H 2.405 2.685 -4.998
96 H 4.904 0.687 -3.975
97 H -3.797 1.692 5.752
98 H -5.479 -1.823 0.030
99 H 3.853 -1.170 6.534
100 H -3.267 -2.685 -2.816
101 H 1.324 5.639 -2.095
102 H 4.620 -2.718 2.234
103 H 6.912 -1.710 0.459
104 H 1.127 -2.971 0.778
105 H -2.032 -1.267 -1.244
106 H -0.588 4.176 2.126
107 H 3.448 -0.063 0.559
108 H 2.442 0.921 6.510
109 H -1.144 -4.038 0.905
110 H 5.664 0.405 0.193
111 H -5.156 -4.207 -0.545
112 H -3.403 -2.046 -5.208
113 H 4.787 1.440 3.331
114 H 5.579 1.361 6.230
115 H 5.379 -3.662 0.953
116 H 4.477 -2.210 0.555
117 H 2.552 4.995 -4.141
118 H 2.558 -4.664 1.820

Force components x, y, z for each atom (eV/Å):
1.01 0.04 0.49
-0.10 -0.04 -0.12
-0.11 0.02 0.15
0.10 -0.01 0.11
-0.64 0.14 -0.46
-0.57 -0.70 -0.24
0.07 0.29 -0.04
0.05 0.09 -0.54
0.41 -0.60 -0.30
-0.17 0.04 0.03
0.00 -0.06 0.16
-0.03 0.04 0.04
0.09 -0.05 0.17
-0.05 -0.23 0.12
-0.02 -0.06 0.00
0.11 -0.04 -0.27
0.02 0.02 -0.09
0.03 -0.04 -0.03
-0.03 -0.06 0.00
0.09 -0.04 -0.04
0.11 -0.04 0.04
-0.07 0.05 0.06
0.02 0.13 -0.03
0.17 0.08 -0.15
-0.04 -0.02 -0.01
-0.07 -0.06 0.07
-0.08 -0.01 -0.07
0.05 0.00 0.02
0.20 0.15 0.19
0.02 0.02 -0.01
-0.01 -0.02 0.02
0.08 1.04 0.13
-0.05 -0.07 0.04
-0.02 0.06 0.03
0.24 -0.01 -0.10
-0.12 -0.09 -0.08
-0.13 0.06 -0.07
-0.03 0.01 -0.02
0.16 0.20 0.06
0.04 0.05 0.04
0.05 -0.01 -0.05
-0.04 0.03 0.04
-0.16 0.08 -0.11
-0.01 0.04 -0.05
-0.02 0.02 -0.13
-0.12 0.18 0.37
-0.71 -0.91 -0.05
0.04 -0.01 -0.06
0.02 -0.01 -0.05
0.08 0.00 0.10
0.05 0.05 0.04
0.00 -0.13 0.00
0.02 0.04 0.11
0.07 0.01 -0.05
0.24 0.47 0.25
-0.01 -0.01 0.01
0.06 0.14 0.11
-0.02 0.04 0.13
-0.13 -0.04 0.01
0.06 -0.06 -0.06
0.00 0.05 -0.01
-0.01 -0.14 -0.04
-0.06 0.08 -0.01
0.03 -0.07 0.01
0.00 0.01 0.01
0.00 0.00 -0.01
0.02 -0.01 0.03
0.00 -0.01 0.01
-0.04 -0.01 0.04
0.03 0.02 0.00
0.00 0.00 0.00
0.04 -0.01 -0.02
-0.11 -0.06 0.00
0.03 0.00 0.01
0.00 -0.01 0.01
0.00 -0.01 0.01
0.01 0.00 -0.02
-0.01 0.00 0.00
-0.01 -0.02 -0.02
-0.01 0.04 0.00
-0.02 0.02 0.01
-0.06 0.03 0.05
0.02 -0.03 0.02
-0.02 -0.02 0.01
0.01 -0.01 -0.02
-0.01 -0.04 -0.01
-0.06 0.01 0.12
0.04 0.00 0.01
0.03 -0.03 0.04
0.01 0.01 -0.01
-0.01 0.00 0.01
0.05 0.01 -0.02
-0.01 -0.01 0.01
0.00 -0.01 -0.01
0.00 -0.01 -0.01
0.00 0.01 0.03
-0.01 0.00 0.02
0.00 0.02 0.00
-0.01 0.02 0.05
-0.01 -0.01 0.00
0.00 0.01 0.00
0.01 0.01 0.03
0.02 0.00 0.00
-0.03 -0.01 0.01
-0.02 -0.04 0.04
0.02 0.03 0.01
-0.07 0.04 -0.18
0.01 -0.02 0.03
0.00 0.00 -0.01
0.00 0.01 0.02
-0.02 0.01 -0.01
0.00 0.00 -0.01
0.01 -0.05 0.06
-0.02 0.00 -0.03
0.03 0.00 0.00
0.00 0.02 -0.03
0.01 0.00 -0.01
0.02 0.00 -0.02

| no. | LUMO level (eV) | orbital gap (Eh) |
| --- | --- | --- |
| 1 | -0.16 | 0.15745 |
| 2 | -6.51 | 0.23434 |